Formula: CH4FINP
Source: OMol25
Level of theory: the ωB97M-V functional and the def2-TZVPD basis

Element x y z (Å)
H  -0.84848  1.12742  0.76394
C  -1.01400  -0.73742  -0.14252
P  1.12940  0.85204  -0.58951
I  2.84045  -0.80371  -0.11874
H  -1.20371  -1.42005  0.60061
H  -1.98069  -0.27613  -0.44965
F  1.61251  2.12389  0.48899
H  -0.31798  -1.26382  -0.89409
N  -0.21751  0.39778  0.34097

Summary:
**HOMO-LUMO gap**: 9.1 eV
**Molar mass**: 206.9 g mol⁻¹
**Charge**: 0
**Energy relative to the best compared isomer or geometry (same formula, charge and spin)**: 10.0 kcal/mol
**E_HOMO**: -8.8 eV
**SMILES string**: CNP(F)I



Formula: C21H44IN3O5P
Source: OMol25
Level of theory: the ωB97M-V functional and the def2-TZVPD basis

Element x y z (Å)
C  2.87860  -0.84979  -3.84444
H  7.14017  -2.75561  -5.80589
C  -3.41254  -2.01156  6.11635
H  -2.97487  8.16660  1.90587
H  2.38837  2.58216  -0.26829
H  5.03748  -4.27811  -2.70528
H  -2.40814  4.14946  2.80892
C  -3.34041  6.10066  2.52890
H  6.66051  -4.91059  -3.06033
C  -2.64789  4.85875  2.01149
C  -1.48793  6.71802  1.22451
H  3.59214  -1.07609  -3.04736
H  -2.73679  -1.62943  6.88643
H  -2.81436  -2.48263  5.32875
O  6.20160  -3.14104  -3.99476
C  1.49014  1.80214  -0.30057
H  -4.73174  -2.66566  7.68307
H  -0.51156  2.63955  -1.29319
C  2.19844  -2.08879  -4.38439
H  5.36936  -2.60025  -5.79198
H  -4.08192  -4.00321  6.71543
C  0.08473  2.66221  -0.25909
H  2.93160  -0.78031  -0.32259
H  5.33166  -6.27884  -4.54486
C  -5.51917  -1.29175  5.43392
H  -3.25874  4.34670  1.26047
H  -5.90322  -1.03916  4.44136
H  -4.28506  0.29393  3.12285
H  0.36007  -0.89815  1.63181
H  -6.56340  -3.07541  6.14352
H  -0.78161  7.15162  1.94085
O  -4.82602  0.42322  2.27996
H  -1.17484  6.99542  0.21420
H  3.40236  -0.30692  -4.63880
P  -3.68655  1.07868  1.13275
H  0.08518  -2.30497  -4.91198
H  -0.03173  0.32454  -4.16934
C  0.86795  -1.54582  -4.83796
H  2.76858  -2.57577  -5.17954
H  2.04721  -2.81438  -3.57632
H  -3.52301  7.06767  0.62543
H  -2.95458  6.35699  3.52264
H  7.04679  -5.13720  -5.82705
C  -5.59904  -2.77418  5.72663
C  5.24317  -5.19698  -4.67225
O  1.84407  0.00556  -3.33911
C  6.06375  -4.65192  -5.81255
I  -4.63902  0.75644  -1.16228
C  0.57754  -0.49860  -3.78504
O  -1.43968  5.29208  1.37151
C  5.78298  -4.41782  -3.49294
H  0.06837  -0.93566  -2.91954
H  -4.42475  5.98524  2.60237
H  -5.42914  -3.34628  4.80690
H  -0.49975  2.60750  1.74093
H  4.18506  -4.95481  -4.82747
H  -2.21226  -0.98930  1.10145
C  2.90516  -0.31852  0.75640
N  -0.88102  2.22803  0.83716
H  -6.06951  -0.70901  6.18018
C  -2.90770  7.14257  1.52993
H  3.92485  0.19914  1.06126
H  1.65366  1.20926  2.00535
H  0.97716  -1.06887  -5.81911
H  1.49995  1.22360  -1.33551
H  5.60029  -4.78887  -6.79284
C  1.60378  0.71479  0.94561
C  -0.91877  0.68851  0.94285
N  0.36794  -0.15649  0.89602
C  -4.44159  -2.97212  6.67102
C  6.21304  -3.19610  -5.42793
O  -4.13589  -0.92366  5.52436
H  2.71397  -1.21620  1.51325
N  -2.17350  0.07423  1.05135
H  0.32003  3.81152  -0.07344

Summary:
**HOMO-LUMO gap**: 7.0 eV
**Molar mass**: 576.5 g mol⁻¹
**Charge**: +1
**E_HOMO**: -11.1 eV



Formula: C40H43CoN10O
Source: OMol25
Level of theory: the ωB97M-V functional and the def2-TZVPD basis

Element x y z (Å)
C  0.47631  1.69009  2.34243
H  0.71089  0.69380  2.71111
C  9.05500  0.02450  0.43926
C  1.30906  2.73364  3.05015
C  -2.00681  2.94140  -0.62602
C  2.17428  -6.00729  -1.81480
N  2.37724  -3.19434  1.29878
C  2.52415  4.84741  -0.93447
O  0.92264  -1.58996  0.53716
N  -1.84043  1.49438  -0.57395
H  0.21121  -3.81835  -0.12161
N  0.66644  1.69145  0.89133
C  1.09536  -4.37133  -0.40650
H  2.84317  5.74602  -1.45982
C  -2.93688  3.53497  3.04072
C  -2.93111  4.92110  3.09568
C  -1.96676  -2.36557  0.43265
H  -0.03457  4.34398  2.56984
H  -3.17848  5.43293  4.01760
H  2.37589  2.50452  2.95741
C  1.03877  -5.30545  -1.43142
C  7.39087  -0.92775  -1.10177
H  4.40780  -4.58016  0.29703
N  -1.72379  -1.08767  0.06856
H  -3.78153  -3.62288  0.51056
H  4.28029  -6.27074  -1.48985
H  1.11278  -1.89707  -2.66325
C  4.42511  -1.84553  3.98324
C  -2.31132  4.98661  0.77122
H  3.76317  -2.44974  -2.33834
C  1.87244  -1.31460  -2.16642
C  -3.31910  -2.67162  0.28827
H  -2.62441  1.79048  1.83550
C  1.83247  -1.93078  1.31609
C  2.57688  -1.19906  2.29839
H  2.98914  -4.53244  3.90124
C  7.68948  -0.12695  -0.00391
C  1.66064  5.18929  0.26042
C  6.66198  0.52591  0.67322
H  -2.80234  3.19764  -1.33241
H  2.42750  -0.15872  2.53225
H  -1.10216  3.39367  -1.01084
N  1.57571  -0.11320  -1.54844
N  1.21505  2.82296  -1.04898
C  -2.92437  -0.56529  -0.32131
H  8.18803  -1.43547  -1.62903
C  -2.31554  3.59404  0.70683
H  -0.57595  1.86652  2.57255
N  1.29235  3.96701  0.97084
H  6.89459  1.14423  1.53051
C  6.08128  -1.06482  -1.52675
H  4.46796  -0.78962  4.23728
C  3.57480  -4.52728  2.97984
C  1.01238  4.06701  2.40120
N  3.71931  -0.54670  -1.29080
C  -2.61101  5.64726  1.95258
H  0.09175  -5.49293  -1.92223
C  3.45662  -4.80285  -0.17156
C  5.35215  0.37741  0.25667
H  4.55722  0.86256  0.80976
H  5.86313  -1.66961  -2.39711
H  1.64202  4.85656  2.80926
H  -3.18964  2.95361  3.92087
H  2.19834  5.82821  0.95726
H  5.42338  -2.18224  3.69978
C  3.18653  -1.59440  -2.02825
C  3.38421  -5.74409  -1.18732
H  4.12596  -2.40270  4.87388
H  -2.59346  6.73086  1.98356
C  -3.93680  -1.50974  -0.19407
C  -2.93865  0.81629  -0.58954
H  4.62751  -4.65972  3.21523
H  2.32735  3.54927  -2.64990
C  5.06285  -0.40892  -0.85178
C  1.03012  2.81001  0.30028
Co  -0.15279  0.08273  -0.08207
H  -1.18290  -2.99166  0.82891
C  3.46349  -2.06062  2.86567
N  3.39403  -3.27159  2.24576
C  1.71792  3.94187  -1.83666
H  2.83792  1.25346  -0.52424
C  2.70704  0.31942  -1.04424
H  0.89069  4.50313  -2.28486
H  -4.98430  -1.35011  -0.41273
H  2.11667  -6.75210  -2.59872
N  10.13997  0.14858  0.80032
H  1.05544  2.75981  4.11023
H  3.41320  4.31574  -0.58531
H  3.24913  -5.35485  2.36041
H  0.90829  1.99996  -1.54086
H  -2.07878  5.56570  -0.11929
C  2.30492  -4.13644  0.23515
H  0.76467  5.73147  -0.06196
C  -2.62635  2.87416  1.85354
H  -3.89749  1.30929  -0.76354

Summary:
**HOMO-LUMO gap (alpha / beta)**: 7.5 / 7.5 eV
**<S²>**: 1.23
**Molar mass**: 738.8 g mol⁻¹
**Charge**: +1
**Energy relative to the best compared isomer or geometry (same formula, charge and spin)**: 25.3 kcal/mol
**2S+1**: 2
**E_HOMO (alpha / beta)**: -9.8 / -9.8 eV